Entry 1:
{"formula": "C4H7NO", "method": "ωB97M-V/def2-TZVPD", "symbols": ["C", "H", "H", "H", "C", "C", "H", "H", "N", "O", "C", "H", "H"], "positions_angstrom": [[-1.111050, -0.196424, -0.402019], [-2.166051, 0.412961, 2.509836], [0.399821, -1.664504, 0.068451], [1.261269, 0.909582, -1.343247], [-1.433844, 0.338249, 0.752928], [0.221451, -0.867785, -0.662579], [0.190219, -1.335578, -1.652528], [0.846684, 1.234644, 0.885734], [-1.674879, 0.949036, 1.794214], [1.583476, 0.638853, 0.695365], [1.398543, 0.109801, -0.599303], [2.326012, -0.417712, -0.845987], [-1.841649, -0.111123, -1.200869]], "atomic_forces_ev_per_a": [[-0.1, 0.1, 0.2], [0.0, 0.0, -0.1], [0.0, 0.1, -0.1], [0.0, -0.1, 0.1], [-0.1, 0.2, 0.2], [0.1, -0.1, 0.0], [0.0, 0.1, 0.1], [0.1, -0.1, 0.0], [0.1, -0.3, -0.5], [-0.2, 0.2, 0.1], [0.0, -0.2, -0.3], [-0.1, 0.1, 0.0], [0.1, 0.0, 0.1]], "nbo_charge": [-0.4343, 0.3764, 0.2171, 0.1585, 0.4108, -0.4344, 0.2179, 0.4731, -0.6433, -0.7166, -0.0543, 0.1799, 0.2491], "smiles": "N=C=CCCO", "gap_ev": 9.864, "charge": 0, "homo_energy_ev": -8.98}

***

Entry 2:
{"formula": "C4H7NO", "method": "ωB97M-V/def2-TZVPD", "symbols": ["H", "H", "O", "N", "H", "H", "H", "C", "C", "C", "C", "H", "H"], "positions_angstrom": [[2.165287, -0.728385, -0.330356], [0.163987, -1.073524, -1.867215], [-1.490667, -1.580578, 0.693308], [0.559141, 0.669267, -0.672873], [-0.607107, -1.814635, 1.055683], [1.061443, -0.492427, 1.109004], [0.293668, 1.813393, 1.088854], [-1.428614, -0.915936, -0.425553], [-0.006250, -0.663224, -0.869905], [1.172544, -0.451678, 0.021510], [-0.242656, 1.574479, 0.163211], [-1.226716, 1.160225, 0.424049], [-0.414063, 2.503017, -0.389719]], "atomic_forces_ev_per_a": [[-0.2, 0.0, 0.1], [0.0, 0.1, 0.1], [0.1, 0.0, -0.1], [-0.1, 0.1, 0.0], [0.0, 0.0, 0.0], [-0.1, 0.0, -0.2], [0.0, 0.0, -0.2], [0.3, -0.1, 0.1], [-0.1, -0.1, -0.2], [0.1, -0.1, 0.2], [-0.1, 0.2, 0.1], [0.2, 0.1, 0.0], [0.0, -0.2, 0.1]], "nbo_charge": [0.2137, 0.2275, -0.6247, -0.3730, 0.4594, 0.1810, 0.1929, 0.3010, -0.2560, -0.2942, -0.4334, 0.1919, 0.2137], "gap_ev": 9.449, "charge": 0, "homo_energy_ev": -8.78}

***

Entry 3:
{"formula": "C4H7NO", "method": "ωB97M-V/def2-TZVPD", "symbols": ["C", "H", "H", "N", "C", "C", "H", "C", "H", "H", "H", "H", "O"], "positions_angstrom": [[-1.434376, -0.058414, 0.147129], [0.072362, -1.723213, 0.417758], [-2.231519, -0.033630, -0.599231], [1.870546, 0.644996, -0.140735], [-0.562295, 1.228371, 0.216885], [-0.187923, -0.896753, -0.252518], [-0.184062, -1.275205, -1.280116], [0.638154, 0.360161, -0.089271], [-0.526921, 1.732082, 1.187299], [-1.863580, -0.349861, 1.108715], [2.528783, -1.109579, 0.287880], [-0.777800, 1.973616, -0.555002], [2.658628, -0.492568, -0.448790]], "atomic_forces_ev_per_a": [[-0.2, 0.0, 0.0], [-0.1, 0.1, -0.1], [0.1, 0.0, 0.1], [-0.6, 0.1, 0.1], [0.0, 0.2, 0.0], [0.0, -0.2, 0.0], [0.0, 0.1, 0.2], [0.4, 0.1, 0.0], [0.0, -0.1, -0.1], [0.1, 0.1, -0.1], [0.0, 0.0, -0.2], [0.1, -0.1, 0.1], [0.1, -0.2, 0.1]], "nbo_charge": [-0.3926, 0.2203, 0.2109, -0.1244, -0.4524, -0.4871, 0.2378, 0.2505, 0.2287, 0.2089, 0.4532, 0.2298, -0.5837], "smiles": "ON=C1CCC1", "gap_ev": 10.548, "charge": 0, "homo_energy_ev": -9.63}

***

Entry 4:
{"formula": "C4H7NO", "method": "ωB97M-V/def2-TZVPD", "symbols": ["H", "C", "H", "H", "C", "H", "H", "H", "N", "C", "O", "C", "H"], "positions_angstrom": [[-1.131138, 3.182780, -0.790909], [-1.515198, 1.153514, -0.545198], [-0.411437, -1.956971, -0.721852], [1.038387, -1.030354, -1.213892], [0.584739, -0.919103, 0.866560], [1.201031, -2.574856, -0.337334], [0.321624, 2.033041, -0.365030], [1.034286, 0.565196, 1.945075], [1.152239, 0.211488, 0.994160], [-0.728634, 2.201780, -0.579042], [-2.200076, 0.204860, -0.510730], [0.603197, -1.660571, -0.433959], [0.050979, -1.410802, 1.692153]], "atomic_forces_ev_per_a": [[0.0, -0.2, 0.0], [-0.4, -0.5, 0.0], [0.1, 0.0, 0.1], [0.0, -0.1, 0.1], [0.1, 0.1, 0.0], [-0.1, 0.1, 0.0], [-0.2, 0.0, 0.0], [0.0, 0.0, -0.1], [-0.2, -0.4, 0.1], [-0.1, -0.1, 0.0], [0.6, 0.8, 0.0], [0.0, 0.0, -0.1], [0.1, 0.1, -0.1]], "nbo_charge": [0.2610, 0.7263, 0.2325, 0.2295, 0.1502, 0.2290, 0.2909, 0.3399, -0.6431, -0.7987, -0.4830, -0.6867, 0.1521], "smiles": "[H]/N=C/C.C=C=O", "gap_ev": 10.099, "charge": 0, "homo_energy_ev": -9.13}

***

Entry 5:
{"formula": "C4H7NO", "method": "ωB97M-V/def2-TZVPD", "symbols": ["O", "C", "C", "N", "H", "H", "C", "H", "C", "H", "H", "H", "H"], "positions_angstrom": [[-0.443358, -0.325106, 2.655264], [-1.513153, -0.527047, 3.147034], [1.309601, -0.893135, -0.956765], [1.268421, 0.376987, -0.931249], [-0.073789, -0.248927, -3.261416], [-1.285813, 1.146370, -3.039399], [0.148699, 0.975217, -1.544030], [-0.088280, 1.928401, -1.083657], [-0.407847, 0.614802, -2.703536], [-1.686055, -0.876825, 4.177858], [-2.446841, -0.370373, 2.572947], [0.471670, -1.448280, -1.380655], [2.130913, -1.421706, -0.490592]], "atomic_forces_ev_per_a": [[0.3, -0.1, 0.2], [-0.7, 0.1, -0.3], [-0.4, 0.7, 0.3], [0.1, -0.7, -0.2], [0.0, 0.0, -0.1], [0.1, 0.1, -0.3], [0.5, 0.5, -0.6], [-0.4, -0.2, 0.1], [-0.2, 0.0, 0.8], [0.4, 0.0, 0.2], [0.0, 0.0, -0.1], [0.1, -0.3, 0.1], [0.2, 0.0, -0.1]], "nbo_charge": [-0.4845, 0.2832, -0.0384, -0.4068, 0.1958, 0.2070, -0.0367, 0.1985, -0.4441, 0.1038, 0.0978, 0.1464, 0.1779], "smiles": "C=CN=C.C=O", "gap_ev": 10.134, "charge": 0, "homo_energy_ev": -9.23}

***

Entry 6:
{"formula": "C4H7NO", "method": "ωB97M-V/def2-TZVPD", "symbols": ["C", "H", "N", "H", "H", "H", "H", "O", "C", "C", "H", "C", "H"], "positions_angstrom": [[2.470549, -0.018605, -0.167557], [-2.671576, -1.315619, -0.112682], [-1.005737, 0.207915, -0.121350], [2.633160, 0.868598, -0.811201], [2.971477, 0.179579, 0.855586], [-2.681523, -0.134516, -1.297592], [2.941607, -0.809864, -0.670780], [0.065819, -0.295776, -0.981880], [1.025559, -0.051346, 0.036166], [-2.375190, -0.221462, -0.181578], [-2.767148, 0.436566, 0.626842], [-0.139502, 0.579547, 0.893271], [-0.467491, 0.574978, 1.932760]], "atomic_forces_ev_per_a": [[0.3, 3.0, 1.5], [1.0, 0.8, 1.2], [1.8, 0.0, -1.6], [0.5, -0.2, 0.3], [-0.8, -0.4, -1.7], [-0.1, 1.1, 1.9], [0.2, -1.5, -0.4], [-0.9, 0.2, 1.3], [-6.0, 1.6, 3.3], [0.2, -1.0, -2.1], [-0.8, -0.6, -1.1], [4.1, -3.5, -2.3], [0.5, 0.4, -0.2]], "nbo_charge": [-0.6861, 0.1912, -0.1296, 0.2231, 0.2427, 0.2167, 0.2353, -0.3419, 0.2173, -0.4301, 0.2326, -0.1825, 0.2113], "smiles": "Cc1cn(C)o1", "gap_ev": 8.172, "charge": 0, "homo_energy_ev": -7.15}

***

Entry 7:
{"formula": "C4H7NO", "method": "ωB97M-V/def2-TZVPD", "symbols": ["H", "H", "C", "H", "H", "C", "C", "O", "N", "H", "H", "H", "C"], "positions_angstrom": [[1.282728, 1.731132, -0.528934], [0.279728, 2.581628, 0.760143], [-0.033166, -1.942930, 0.565482], [-0.664071, -1.754773, 1.441466], [-0.561645, -2.646158, -0.090345], [0.312251, -0.694195, -0.235131], [-0.449870, 0.565520, 0.089283], [1.208922, -0.709434, -1.055459], [-0.841043, 1.613002, -0.861152], [0.896608, -2.425470, 0.882817], [-0.566121, 1.389812, -1.814628], [-1.187127, 0.458386, 0.876065], [0.322807, 1.833480, -0.029608]], "atomic_forces_ev_per_a": [[0.0, 0.0, 0.2], [-0.3, -0.1, -0.2], [0.0, 0.0, 0.0], [0.1, 0.1, -0.2], [0.1, 0.2, 0.1], [0.2, 0.0, -0.3], [-0.1, -0.2, 0.3], [-0.6, 0.0, 0.2], [0.1, -0.1, -0.2], [-0.2, 0.1, -0.1], [0.1, -0.1, 0.1], [0.2, 0.0, 0.1], [0.3, 0.2, 0.1]], "nbo_charge": [0.2128, 0.1995, -0.7191, 0.2186, 0.2453, 0.5779, -0.2145, -0.5534, -0.5528, 0.2424, 0.3631, 0.2047, -0.2245], "smiles": "CC(=O)[C@H]1CN1", "gap_ev": 10.792, "charge": 0, "homo_energy_ev": -9.74}

***

Entry 8:
{"formula": "C4H7NO", "method": "ωB97M-V/def2-TZVPD", "symbols": ["O", "C", "H", "H", "H", "H", "C", "C", "N", "C", "H", "H", "H"], "positions_angstrom": [[-1.046575, -1.281864, -0.261165], [0.575650, 1.994848, 1.269276], [0.399969, 0.166845, -0.337300], [-0.388912, -0.297482, 1.349572], [-0.999828, -0.523461, -2.196074], [0.761303, 2.748537, 0.509373], [1.471361, 0.967843, 1.407658], [-0.898232, -1.479486, -1.674412], [1.970098, -0.107841, 1.350192], [-0.245578, -0.420903, 0.292879], [0.016069, 2.318190, 2.142169], [0.078685, -1.925318, -1.878450], [-1.694011, -2.159908, -1.973719]], "atomic_forces_ev_per_a": [[0.1, 0.1, 0.2], [0.1, 0.1, 0.1], [0.0, -0.1, 0.1], [0.1, 0.0, -0.1], [0.0, -0.1, 0.1], [0.0, -0.1, 0.1], [0.2, -0.8, -0.1], [0.0, -0.1, -0.3], [-0.4, 0.9, 0.0], [-0.2, -0.1, -0.1], [0.1, -0.1, -0.1], [-0.1, 0.1, 0.0], [0.1, 0.1, 0.0]], "nbo_charge": [-0.4515, -0.7193, 0.2005, 0.2202, 0.1953, 0.2265, 0.2290, -0.2676, -0.4604, 0.1847, 0.2283, 0.2028, 0.2116], "gap_ev": [7.584, 7.599], "charge": 0, "homo_energy_ev": [-7.74, -7.75]}

***

Entry 9:
{"formula": "C4H7NO", "method": "ωB97M-V/def2-TZVPD", "symbols": ["H", "O", "H", "H", "C", "N", "C", "H", "H", "C", "C", "H", "H"], "positions_angstrom": [[1.714876, -1.095986, 1.090222], [0.623915, 1.773614, 0.258150], [-2.611654, -1.026581, -0.526439], [2.321243, -0.617948, -0.494577], [-0.523213, -0.254773, -0.175284], [-1.508604, 0.538579, -0.913552], [1.934828, -0.229878, 0.455524], [-0.977418, -0.469202, 0.822687], [2.686356, 0.404807, 0.922196], [-2.629132, 0.073327, -0.303525], [0.690761, 0.566092, 0.179677], [-0.308209, -1.199740, -0.679829], [-1.340989, 1.527676, -0.720264]], "atomic_forces_ev_per_a": [[0.0, 0.1, -0.1], [0.1, -0.5, -0.1], [0.1, 0.2, 0.5], [-0.1, 0.1, 0.1], [0.4, -0.3, 0.2], [-0.6, 0.0, 1.1], [0.2, 0.0, 0.1], [0.7, -0.3, -0.1], [0.0, -0.1, 0.0], [-1.1, 0.4, -1.5], [0.1, 0.2, 0.0], [0.1, 0.2, 0.1], [-0.1, -0.2, -0.1]], "nbo_charge": [0.2326, -0.5367, 0.0721, 0.2422, -0.3507, -0.6140, -0.7183, 0.2114, 0.2432, 0.0133, 0.5895, 0.2251, 0.3905], "gap_ev": 8.819, "charge": 0, "homo_energy_ev": -8.40}

***

no.,E (eV)
1,-7797.5157
2,-7794.7519
3,-7796.3999
4,-7797.5520
5,-7796.4478
6,-7793.5411
7,-7797.8169
8,-7794.7017
9,-7795.3044